No. 1
Entry from the Open Molecules 2025 dataset: a 7-piece molecular cluster, C4H23NO7 overall at a distorted geometry (wB97M-V/def2-TZVPD).

```
35
Properties=species:S:1:pos:R:3:lowdin_charge:R:1
C -1.285 1.652 3.443 -0.0640
N -0.242 0.885 2.666 -0.1321
C -0.842 -0.106 0.612 -0.0386
C -0.148 1.099 1.288 -0.3578
C 1.427 0.940 1.115 -0.1335
O 1.664 -0.257 0.396 -0.1060
H -2.028 2.145 2.799 0.0803
H -0.733 2.502 3.808 0.0652
H -1.796 1.052 4.137 0.0528
H 0.448 0.464 3.215 0.0838
H -1.688 -0.635 1.087 0.0928
H 0.023 -0.931 0.617 0.0657
H -1.178 0.117 -0.416 0.0503
H -0.513 2.096 1.145 0.1212
H 1.843 1.680 0.550 0.0814
H 2.058 0.788 2.008 0.1309
H 2.117 -0.104 -0.359 0.0087
H 1.235 1.085 -2.533 -0.0086
H 2.551 0.751 -3.271 0.0227
O 2.069 0.610 -2.492 -0.0153
H 0.630 -1.733 -0.840 -0.0004
H -0.336 -2.779 -0.404 0.0505
O 0.117 -2.453 -1.196 -0.0527
H 1.125 -2.117 1.857 0.0167
H 1.536 -3.463 1.703 -0.0477
O 0.824 -2.990 1.683 0.0515
H -2.102 -0.500 -2.747 -0.0273
H -0.975 0.218 -2.712 -0.0054
O -1.901 0.380 -2.677 -0.0201
H -1.584 -2.930 -2.599 -0.0315
H -0.439 -2.051 -3.099 0.0111
O -1.196 -2.579 -3.322 -0.0175
H 0.465 2.625 -1.652 0.0821
H -0.921 2.303 -1.525 0.1058
O -0.224 2.237 -2.284 -0.1150
```

charge: 0
F_max: 8.14 eV Å⁻¹
ΔE to the lowest compared entry with this formula, charge and spin: 467.07 kJ/mol
Kohn-Sham gap: 8.4000 eV
SMILES: CN[C@H](C)CO.O.O.O.O.O.O
spin multiplicity: 1
LUMO level: 0.009 Eh
E_HOMO: -8.17 eV

***

No. 2
Entry from the Open Molecules 2025 dataset: C39H40BrClIrN2O5P2 as an isolated structure at a distorted geometry (wB97M-V/def2-TZVPD).

```
91
Properties=species:S:1:pos:R:3:lowdin_charge:R:1
Ir 0.050 0.383 -0.179 1.1215
C -2.134 0.328 -2.498 -0.1848
P -0.713 1.462 -2.149 1.0543
C -1.581 3.050 -2.292 -0.3114
C -1.610 3.642 -3.561 -0.0709
C -2.387 4.766 -3.788 -0.0444
C -3.136 5.316 -2.758 -0.0399
C -3.113 4.734 -1.500 -0.0475
C -2.342 3.605 -1.264 -0.0966
C 0.406 1.357 -3.539 -0.3793
C 0.429 0.226 -4.357 -0.0704
C 1.341 0.149 -5.399 -0.0431
C 2.243 1.182 -5.610 -0.0418
C 2.235 2.303 -4.786 -0.0475
C 1.325 2.389 -3.746 -0.1029
C -2.832 0.299 -1.197 -0.2859
C -4.151 -0.022 -0.727 0.0632
C -4.129 0.120 0.635 0.0568
C -2.808 0.539 0.972 -0.2773
C -2.050 0.833 2.206 -0.1796
P -0.474 1.652 1.649 0.9706
C 0.649 1.670 3.048 -0.3644
C 2.019 1.708 2.801 -0.1038
C 2.905 1.911 3.847 -0.0440
C 2.422 2.082 5.138 -0.0405
C 1.058 2.028 5.389 -0.0424
C 0.167 1.819 4.347 -0.0651
C -0.810 3.410 1.427 -0.3660
C -1.762 4.081 2.191 -0.0682
C -1.936 5.449 2.031 -0.0464
C -1.155 6.151 1.123 -0.0475
C -0.192 5.489 0.375 -0.0491
C -0.025 4.122 0.524 -0.1136
N -2.063 0.655 -0.149 -0.1695
H -1.767 -0.676 -2.713 0.0715
H -2.743 0.665 -3.336 0.1302
H -1.040 3.226 -4.380 0.1057
H -2.411 5.207 -4.776 0.1199
H -3.736 6.199 -2.938 0.1204
H -3.697 5.156 -0.693 0.1167
H -2.348 3.163 -0.285 0.0751
H -0.266 -0.589 -4.198 0.1108
H 1.337 -0.713 -6.054 0.1221
H 2.951 1.119 -6.426 0.1211
H 2.932 3.112 -4.962 0.1217
H 1.317 3.267 -3.109 0.1196
H -4.982 -0.320 -1.348 0.1375
H -4.939 -0.053 1.327 0.1328
H -1.785 -0.128 2.661 0.1030
H -2.603 1.402 2.952 0.1011
H 2.389 1.567 1.794 0.0661
H 3.971 1.940 3.659 0.1187
H 3.112 2.267 5.951 0.1202
H 0.686 2.160 6.397 0.1199
H -0.895 1.778 4.557 0.1090
H -2.372 3.558 2.918 0.1056
H -2.678 5.968 2.625 0.1201
H -1.297 7.217 1.001 0.1212
H 0.420 6.036 -0.331 0.1207
H 0.703 3.599 -0.082 0.0740
O -0.441 -3.697 -0.461 -0.2326
Cl -1.127 -2.464 -0.569 0.7666
O -2.326 -2.557 -1.339 -0.2578
O -1.375 -1.848 0.719 -0.3387
O -0.194 -1.487 -1.334 -0.4926
C 0.906 -2.861 2.862 -0.0434
C 0.940 -1.385 2.537 -0.2345
O 1.302 -1.079 1.151 -0.3078
C 2.450 -1.836 0.706 -0.2304
C 3.734 -1.339 1.335 -0.0278
H 0.447 -2.979 3.845 0.1008
H 1.899 -3.305 2.914 0.0859
H 0.308 -3.414 2.137 0.0783
H 1.616 -0.849 3.200 0.1134
H -0.053 -0.972 2.662 0.0700
H 2.482 -1.737 -0.367 0.0795
H 2.272 -2.887 0.920 0.1204
H 3.828 -0.256 1.221 0.0680
H 4.587 -1.811 0.844 0.0967
H 3.789 -1.581 2.397 0.0874
Br 4.900 3.473 -0.714 0.8514
C 3.956 1.938 -1.215 -0.6710
C 4.480 1.026 -2.116 -0.0559
C 3.701 -0.060 -2.474 -0.0017
C 2.444 -0.212 -1.921 -0.1488
N 1.950 0.663 -1.027 -0.1129
C 2.703 1.719 -0.681 -0.2065
H 5.471 1.167 -2.528 0.1275
H 4.063 -0.794 -3.181 0.1346
H 1.808 -1.040 -2.196 0.1083
H 2.286 2.405 0.039 0.0658
```

charge: +2
F_max: 2.65 eV Å⁻¹
ΔE to the lowest compared entry with this formula, charge and spin: 0.00 kJ/mol
expectation value of S²: 0.761
Kohn-Sham gap (spin up / spin down): 8.1394 / 6.6620 eV
spin multiplicity: 2
LUMO level (spin up / spin down): -0.227 / -0.281 Eh
E_HOMO (spin up / spin down): -14.30 / -14.30 eV

***

No. 3
Entry from the Open Molecules 2025 dataset: a 2-piece molecular cluster, C2H3N2O2 overall at a distorted geometry (wB97M-V/def2-TZVPD).

```
9
Properties=species:S:1:pos:R:3:lowdin_charge:R:1
C 0.030 0.010 -1.202 -0.1816
C -0.114 0.830 1.013 0.0951
N 0.455 -1.051 -1.015 0.1119
N -0.206 1.172 2.124 0.2003
O -0.606 0.902 -1.809 0.2587
O 1.228 -1.757 -0.224 0.1474
H -1.444 1.143 -1.451 0.1549
H -0.459 1.421 3.009 0.0700
H 1.117 -2.670 -0.445 0.1434
```

charge: +1
F_max: 4.48 eV Å⁻¹
ΔE to the lowest compared entry with this formula, charge and spin: 481.35 kJ/mol
Kohn-Sham gap: 11.9721 eV
spin multiplicity: 1
LUMO level: -0.162 Eh
E_HOMO: -16.37 eV

***

No. 4
Entry from the Open Molecules 2025 dataset: a 2-piece molecular cluster, C4H12 overall at a distorted geometry (wB97M-V/def2-TZVPD).

```
16
Properties=species:S:1:pos:R:3:lowdin_charge:R:1
C -1.178 -0.446 -0.415 -0.2392
C -2.515 -0.187 -0.982 -0.1880
H -0.706 0.390 0.164 0.0572
H -1.148 -1.411 0.209 0.1026
H -0.478 -0.634 -1.162 0.0396
H -3.260 -0.079 -0.045 0.1192
H -2.731 -1.018 -1.637 0.0547
H -2.543 0.672 -1.645 0.0583
C 1.646 -0.336 0.955 -0.2262
C 2.021 0.977 0.417 -0.2143
H 0.559 -0.376 1.345 0.0694
H 1.844 -1.188 0.237 0.0872
H 2.299 -0.528 1.813 0.0647
H 1.424 1.399 -0.502 0.1013
H 1.764 1.655 1.148 0.0260
H 3.131 1.071 0.227 0.0875
```

charge: 0
F_max: 3.52 eV Å⁻¹
ΔE to the lowest compared entry with this formula, charge and spin: 97.18 kJ/mol
Kohn-Sham gap: 12.4666 eV
SMILES: CC.CC
spin multiplicity: 1
LUMO level: 0.041 Eh
E_HOMO: -11.36 eV

***

Copy entry 3 word for word.
Entry from the Open Molecules 2025 dataset: a 2-piece molecular cluster, C2H3N2O2 overall at a distorted geometry (wB97M-V/def2-TZVPD).

```
9
Properties=species:S:1:pos:R:3:lowdin_charge:R:1
C 0.030 0.010 -1.202 -0.1816
C -0.114 0.830 1.013 0.0951
N 0.455 -1.051 -1.015 0.1119
N -0.206 1.172 2.124 0.2003
O -0.606 0.902 -1.809 0.2587
O 1.228 -1.757 -0.224 0.1474
H -1.444 1.143 -1.451 0.1549
H -0.459 1.421 3.009 0.0700
H 1.117 -2.670 -0.445 0.1434
```

charge: +1
F_max: 4.48 eV Å⁻¹
ΔE to the lowest compared entry with this formula, charge and spin: 481.35 kJ/mol
Kohn-Sham gap: 11.9721 eV
spin multiplicity: 1
LUMO level: -0.162 Eh
E_HOMO: -16.37 eV